[1]
Molecular formula: C11H25Br8N3O6
Method: DFT, ωB97M-V/def2-TZVPD

Each line ends with the Mulliken charge.
Cartesian coordinates (Å):
Br  -3.09752  1.22592  -1.04708  -0.14
C  -3.98952  -0.44323  -0.68328  -0.33
C  -5.46065  -0.23892  -0.26040  -0.63
Br  -6.71590  -0.24932  -1.81540  -0.17
H  -3.48289  -0.90500  0.19186  0.12
H  -3.77080  -1.14621  -1.48811  0.40
H  -5.52055  0.74125  0.23238  0.36
H  -5.74690  -1.09317  0.34487  0.38
Br  -4.44323  -6.35154  1.12519  -0.13
C  -3.15901  -4.96416  0.70816  -0.48
C  -1.73575  -5.35483  1.08734  -0.28
Br  -0.94960  -6.79818  -0.05215  -0.14
H  -3.34063  -4.01326  1.21398  0.31
H  -3.21169  -4.81599  -0.37676  0.36
H  -1.63675  -5.71875  2.09384  0.42
H  -1.10202  -4.47610  0.93502  -0.09
Br  3.77080  2.09035  -1.63881  -0.15
C  4.96591  1.03646  -0.47173  -0.60
C  6.42630  1.20230  -0.91669  -0.51
Br  7.54902  1.12494  0.67693  -0.17
H  4.63332  -0.02094  -0.49512  0.36
H  4.79865  1.46971  0.49139  0.36
H  6.58893  2.14957  -1.39179  0.36
H  6.68898  0.43321  -1.63502  0.36
Br  1.87216  1.40088  1.43668  -0.16
C  0.44972  1.15041  0.12621  -0.12
C  0.55525  -0.15281  -0.60903  -0.23
Br  -0.18074  -1.57563  0.52801  -0.20
H  0.51275  1.96084  -0.65346  -0.18
H  -0.51234  1.31935  0.58642  0.49
H  1.56523  -0.35588  -0.80207  0.42
H  -0.00735  -0.15848  -1.52444  0.01
C  -1.31078  0.96188  -4.62035  -0.74
N  -0.13076  1.82347  -4.27557  0.90
O  0.55654  1.53956  -3.33236  -0.47
O  -0.00159  2.76328  -4.98598  -0.54
H  -1.28158  0.04006  -4.09869  0.27
H  -1.20457  0.76563  -5.67583  0.31
H  -2.17677  1.57989  -4.39965  0.28
C  1.02205  4.89010  -0.10427  -0.66
N  0.09022  4.90000  1.00366  0.98
O  -0.97314  4.35092  0.93037  -0.52
O  0.43614  5.60564  1.93905  -0.57
H  0.64611  4.22784  -0.90957  0.16
H  1.93253  4.48116  0.34840  0.27
H  1.16618  5.86052  -0.50469  0.34
C  1.76792  -2.01176  4.35310  -0.63
N  0.61577  -1.41477  5.08180  0.93
O  0.88363  -0.60058  5.94833  -0.54
O  -0.45531  -1.85831  4.76316  -0.53
H  2.28491  -2.62982  5.04715  0.31
H  2.45687  -1.22379  4.07143  0.25
H  1.36243  -2.52369  3.50360  0.23

**Energy above the lowest of the compared OMol25 structures with the same formula, charge and spin**: 0.00 kJ/mol
**Total charge**: 0
**Highest occupied orbital energy**: -10.3 eV
**Orbital gap**: 0.37746 Eh
**Structure (SMILES)**: C[N+](=O)[O-].C[N+](=O)[O-].C[N+](=O)[O-].BrCCBr.BrCCBr.BrCCBr.BrCCBr
**E_tot**: -588899.169 eV

***

[2]
Molecular formula: C3H3NO2
Method: DFT, ωB97M-V/def2-TZVPD

Each line ends with the Mulliken charge.
Cartesian coordinates (Å):
O  0.98693  0.20298  1.89070  -0.52
C  0.48984  -0.14515  0.85625  0.58
C  0.56103  0.65893  -0.38294  -0.30
N  -0.55451  0.18416  -1.21181  -0.47
C  -1.07896  -0.75691  -0.53617  0.11
O  -0.56156  -1.02440  0.71373  -0.32
H  0.59944  1.46577  0.42559  0.22
H  1.47959  0.81019  -0.94899  0.34
H  -1.92180  -1.39558  -0.80636  0.37

**Energy above the lowest of the compared OMol25 structures with the same formula, charge and spin**: 193.55 kJ/mol
**Total charge**: 0
**Highest occupied orbital energy**: -10.5 eV
**Orbital gap**: 0.41151 Eh
**Structure (SMILES)**: O=C1CN=CO1
**E_tot**: -8743.125 eV

***

[3]
Molecular formula: C4H6N2S
Method: DFT, ωB97M-V/def2-TZVPD

Each line ends with the Mulliken charge.
Cartesian coordinates (Å):
C  0.09467  0.65850  -0.05270  0.52
C  1.40688  0.25151  -0.04262  -0.57
C  1.40725  -1.15946  -0.04284  -0.50
C  0.11965  -1.60677  -0.04173  -0.40
H  0.20609  2.65709  -0.04066  0.25
H  -1.23034  2.07018  -0.63834  0.23
H  2.28022  0.89036  -0.06025  0.34
H  2.28740  -1.80584  -0.04532  0.37
H  -0.35343  -2.58808  -0.08542  0.37
H  -2.63429  -0.32690  1.18290  0.15
N  -0.49721  1.92533  0.03140  -0.53
N  -0.69390  -0.47294  -0.04709  -0.05
S  -2.39299  -0.49301  -0.11733  -0.19

**Energy above the lowest of the compared OMol25 structures with the same formula, charge and spin**: 93.32 kJ/mol
**Total charge**: 0
**Highest occupied orbital energy**: -7.6 eV
**Orbital gap**: 0.30526 Eh
**Structure (SMILES)**: Nc1cccn1S
**E_tot**: -18060.006 eV

***

[4]
Molecular formula: C2H2Cl2S2
Method: DFT, ωB97M-V/def2-TZVPD

Each line ends with the Löwdin spin population.
Cartesian coordinates (Å):
C  -1.33439  -0.17601  -2.15291  0.67
C  1.23534  0.07263  2.01629  0.00
S  -0.00862  -1.03525  -2.03942  1.09
S  0.74516  1.59594  1.95039  0.00
Cl  -1.62941  1.25292  -1.21658  0.18
Cl  2.24137  -0.74066  0.98076  0.01
H  -2.23780  -0.46324  -2.55417  0.05
H  0.98835  -0.50632  3.01563  0.00

**Energy above the lowest of the compared OMol25 structures with the same formula, charge and spin**: 91.30 kJ/mol
**Total charge**: 0
**Highest occupied orbital energy (alpha / beta)**: -7.2 / -9.3 eV
**Orbital gap (alpha / beta)**: 0.24494 / 0.23260 Eh
**Spin multiplicity**: 3
**<S²>**: 2.005
**E_tot**: -48817.542 eV

***

[5]
Molecular formula: CH3IN2O2
Method: DFT, ωB97M-V/def2-TZVPD

Each line ends with the Mulliken charge.
Cartesian coordinates (Å):
C  -1.15118  -0.25045  0.13765  -0.60
N  2.07374  1.19452  0.33217  0.09
N  0.69384  -0.47394  -1.45269  -0.19
O  1.01129  1.55893  0.62812  -0.18
O  -0.24780  0.26239  -0.86114  -0.11
I  2.07861  -1.13876  -0.01646  0.12
H  -0.71231  -0.78625  0.89664  0.31
H  -1.99635  -0.96749  -0.06817  0.29
H  -1.74984  0.60103  0.40388  0.27

**Energy above the lowest of the compared OMol25 structures with the same formula, charge and spin**: 623.83 kJ/mol
**Total charge**: 0
**Highest occupied orbital energy (alpha / beta)**: -8.0 / -8.9 eV
**Orbital gap (alpha / beta)**: 0.25883 / 0.30962 Eh
**E_tot**: -16253.944 eV